Here is a cluster of 10 separate species, C37H59Cl18N2OP in total at a distorted geometry from the Open Molecules 2025 dataset. Energies are from ωB97M-V/def2-TZVPD.

Cartesian coordinates (Å):
C -1.86721 -0.14166 -4.77047
C -0.86878 -0.29601 -4.08903
C 0.38052 -0.47618 -3.10827
C 1.53652 -0.93940 -4.07012
N 2.43031 -1.15526 -4.75466
C 0.01418 -1.61810 -2.08159
C 1.24829 -2.40550 -1.47331
O 1.20940 -2.52762 -0.03758
C 0.09537 -3.32345 0.40324
C -0.84384 -2.35114 1.27188
C 0.77026 0.90644 -2.42114
C 0.63825 1.99709 -3.56087
N 0.48392 2.77101 -4.39507
C 2.28665 0.98958 -1.92514
C 2.50940 1.60018 -0.49961
C 2.90745 3.03403 -0.36692
C 3.10307 3.55136 1.00273
C 2.93431 2.75517 2.22111
C 2.57595 1.32886 2.09747
C 2.37901 0.78523 0.73761
P -0.40395 1.44500 -1.03743
C -2.18468 0.96379 -1.36807
C -0.42479 3.30411 -0.79436
H -2.74577 -0.29029 -5.43403
H -0.63435 -1.29380 -1.22847
H -0.58709 -2.37238 -2.65258
H 2.25746 -1.99546 -1.73019
H 1.22741 -3.46243 -1.89069
H -0.48528 -3.80675 -0.42751
H 0.50722 -4.07923 1.13975
H -0.29083 -1.39747 1.52425
H -1.16073 -2.81104 2.24457
H -1.76191 -2.10457 0.67315
H 2.88435 1.62361 -2.64680
H 2.81453 -0.01005 -1.91639
H 3.04461 3.65738 -1.28092
H 3.39411 4.62229 1.10167
H 3.06213 3.15220 3.25845
H 2.42269 0.64742 2.97378
H 2.07708 -0.27841 0.57123
H -2.87584 1.63573 -0.77065
H -2.42401 -0.09028 -1.03902
H -2.51155 1.10903 -2.44421
H 0.20671 3.84833 -1.54514
H 0.05040 3.49401 0.21198
H -1.46667 3.73684 -0.71572
Cl 2.99647 6.71575 4.16173
C 2.00740 7.52234 2.91444
C 0.84286 6.66749 2.46678
Cl 1.38683 5.23658 1.54188
H 2.66121 7.77805 2.08069
H 1.63804 8.44998 3.35447
H 0.19141 7.24420 1.80671
H 0.24348 6.32112 3.31734
Cl 6.38696 4.82261 2.20556
C 7.54664 4.17955 3.39485
C 7.31517 2.71303 3.68384
Cl 5.79786 2.43404 4.57450
H 7.47276 4.78268 4.29947
H 8.54246 4.32016 2.97213
H 8.12278 2.32809 4.30793
H 7.28216 2.12431 2.76706
Cl -5.37422 -0.08012 0.81779
C -6.84765 0.16082 -0.15571
C -6.53513 0.66391 -1.54692
Cl -5.91278 2.33358 -1.53599
H -7.49976 0.84831 0.38219
H -7.34799 -0.80669 -0.21666
H -7.44318 0.66968 -2.15099
H -5.79887 0.03255 -2.04500
Cl 7.47066 1.62864 -2.89421
C 7.17959 3.37956 -3.05454
C 6.85953 4.02806 -1.72596
Cl 5.26904 3.51961 -1.09400
H 6.37482 3.52369 -3.77510
H 8.09005 3.81449 -3.46921
H 6.82128 5.11213 -1.84333
H 7.61308 3.79370 -0.97363
Cl -5.40232 -3.67877 -4.55912
C -4.19005 -4.31283 -3.41708
C -3.67913 -3.24415 -2.47750
Cl -2.68110 -2.02168 -3.31826
H -3.38187 -4.75948 -3.99617
H -4.67686 -5.10386 -2.84771
H -3.04537 -3.69806 -1.71170
H -4.49816 -2.72555 -1.97779
Cl -0.38501 6.48227 5.30122
C -0.72741 5.05329 6.31112
C 0.44171 4.09720 6.35854
Cl 0.71331 3.29699 4.79212
H -1.62396 4.57168 5.92206
H -0.94666 5.42082 7.31451
H 0.24502 3.30988 7.08743
H 1.36327 4.60433 6.64447
Cl -4.68137 -7.66182 -1.86783
C -6.29643 -7.95251 -2.56700
C -6.23951 -8.17449 -4.06130
Cl -5.79911 -6.68727 -4.93832
H -6.93353 -7.10519 -2.31082
H -6.69734 -8.84025 -2.07548
H -7.22006 -8.48026 -4.42815
H -5.52094 -8.95060 -4.32460
Cl 3.60902 -1.13666 1.89394
C 4.44390 -2.70331 2.07643
C 5.40762 -2.97048 0.94099
Cl 4.56811 -3.26247 -0.60323
H 3.68661 -3.48394 2.15272
H 4.98939 -2.66426 3.02105
H 5.99279 -3.86563 1.15559
H 6.09730 -2.13879 0.79757
Cl -8.74146 -6.38408 -0.24089
C -7.52481 -7.02042 0.89670
C -7.00442 -5.95133 1.83211
Cl -6.00974 -4.73954 0.98491
H -6.72042 -7.47065 0.31479
H -8.01187 -7.80932 1.47135
H -6.36885 -6.40472 2.59361
H -7.81757 -5.42825 2.33467

Values from the calculation:
SMILES: C#C[C@](C#N)(CCOCC)[C@](C#N)(Cc1ccccc1)P(C)C.ClCCCl.ClCCCl.ClCCCl.ClCCCl.ClCCCl.ClCCCl.ClCCCl.ClCCCl.ClCCCl
E_tot (Ha): -10254.507880
Charge: 0


Here is a structure of composition C3H6O2P at a distorted geometry from the Open Molecules 2025 dataset. Energies are from ωB97M-V/def2-TZVPD.

Cartesian coordinates (Å):
C -0.12550 -1.98065 0.75236
C 0.67070 1.96960 0.44111
C 0.42766 -0.81179 0.34366
O -0.50149 0.47493 -2.34341
O -1.79558 0.66008 0.40765
P -0.40694 0.70914 -0.09089
H 0.47579 -2.82938 1.17371
H -1.18877 -2.19288 0.69559
H 0.43272 2.97147 0.66167
H 1.74021 2.02237 0.11232
H 1.49200 -0.86479 0.07619
H -1.22081 -0.12811 -2.22995

Values from the calculation:
Energy above the lowest of the compared OMol25 structures with the same formula, charge and spin (eV): 3.118
E_tot (Ha): -609.713649
Charge: -1


Here is a cluster of 2 separate species, C3H7BrN in total at a distorted geometry from the Open Molecules 2025 dataset. Energies are from ωB97M-V/def2-TZVPD.

Cartesian coordinates (Å):
C -0.61626 -1.92800 -0.14275
C 0.09761 -1.08081 0.70914
C 0.99971 -0.10816 0.26564
N -0.29051 1.67280 -0.61324
Br 1.84902 0.89363 1.57520
H -1.22559 -2.56478 0.41124
H -0.46202 -1.93806 -1.10361
H -0.25639 -0.99262 1.72909
H 1.38117 0.11859 -0.75847
H -0.14533 2.41514 0.08749
H -0.01667 1.95917 -1.57940
H -1.31474 1.55308 -0.58031

Values from the calculation:
Energy above the lowest of the compared OMol25 structures with the same formula, charge and spin (eV): 1.383
E_tot (Ha): -2746.920621
Charge: +1


Here is a structure of composition C32H32BN10O3RuS3Se from the Open Molecules 2025 dataset. Energies are from ωB97M-V/def2-TZVPD.

Cartesian coordinates (Å):
Ru 0.06525 0.12535 0.36139
C 2.30289 -5.12542 1.71562
C 1.00543 -4.83668 2.11608
C 0.53771 -3.52998 2.11398
C 1.37699 -2.49540 1.71439
C 2.68319 -2.77980 1.32304
C 3.13747 -4.09063 1.31905
N 0.90740 -1.14578 1.80395
C 1.02216 -0.54126 2.98196
C 1.52216 -1.15363 4.17648
C 1.60310 -0.43117 5.32296
C 1.21609 0.93970 5.39052
C 0.75295 1.56702 4.28018
C 0.65274 0.84003 3.06972
N 0.24256 1.36119 1.90244
N 0.00137 2.63223 1.77906
C -0.26066 2.97057 0.48131
C -0.60360 4.29315 0.16927
C -0.83305 4.63321 -1.14153
C -0.69515 3.66805 -2.14294
C -0.36377 2.38594 -1.77508
N -0.16970 2.03430 -0.49582
H 2.66513 -6.14587 1.72700
H 0.34607 -5.63164 2.44259
H -0.47253 -3.30318 2.43502
H 3.34879 -1.97992 1.04081
H 4.15591 -4.29676 1.01455
H 1.81172 -2.19397 4.15696
H 1.96956 -0.91344 6.22053
H 1.28978 1.46761 6.33123
H 0.44453 2.60235 4.28444
H -0.69116 5.00330 0.97877
H -1.11807 5.64598 -1.39627
H -0.86811 3.90028 -3.18363
H -0.25590 1.58627 -2.49800
C 2.90970 3.40337 -0.63367
N 2.71007 2.47363 -1.73170
C 2.78125 2.80707 -3.06015
C 2.62108 1.65691 -3.75343
N 2.46757 0.62399 -2.86031
B 2.61041 -0.84550 -3.44570
N 2.08645 -2.00425 -2.55433
C 2.73781 -3.21858 -2.50535
C 1.92471 -4.11204 -1.89779
N 0.77551 -3.43522 -1.56513
C -0.41050 -4.00230 -0.94055
C 0.89098 -2.15665 -1.97466
S -0.34351 -0.97437 -1.79259
C 2.50824 1.13681 -1.62855
S 2.36132 0.30493 -0.11355
H 2.35876 4.31979 -0.83624
H 3.97034 3.62675 -0.52297
H 2.54570 2.94961 0.28341
H 2.92666 3.82105 -3.38712
H 2.61285 1.47571 -4.81293
H 2.00107 -0.83401 -4.48769
H 3.79197 -1.03493 -3.60948
H 3.72419 -3.33688 -2.91463
H 2.06485 -5.14871 -1.65200
H -0.85766 -3.26812 -0.27354
H -0.11439 -4.88121 -0.37581
H -1.13553 -4.27644 -1.70742
Se -3.41399 2.23715 1.63735
N -2.80119 1.33219 0.23445
C -3.52813 1.70603 -0.80847
C -3.38909 1.17445 -2.12951
C -4.17298 1.67272 -3.11639
C -5.13180 2.71132 -2.87165
C -5.30851 3.23257 -1.63438
C -4.50433 2.74167 -0.55808
N -4.57246 3.17235 0.68918
H -2.68562 0.37344 -2.31091
H -4.08524 1.27372 -4.11915
H -5.73001 3.07012 -3.69937
H -6.03690 4.00574 -1.43066
C -4.09739 -1.42722 1.57558
S -2.42479 -1.26463 2.14618
O -2.22296 -2.38912 3.03691
O -2.28405 0.04270 2.77385
O -1.59813 -1.37967 0.90760
H -4.74998 -1.34410 2.44186
H -4.32362 -0.65968 0.84123
H -4.18798 -2.41417 1.12819

Values from the calculation:
Multiplicity: 2
Energy above the lowest of the compared OMol25 structures with the same formula, charge and spin (eV): 0.663
E_tot (Ha): -5727.747801
Charge: 0


Here is an isolated molecule of C4H3I at a distorted geometry from the Open Molecules 2025 dataset. Energies are from ωB97M-V/def2-TZVPD.

Cartesian coordinates (Å):
I -0.01697 2.45872 -1.48088
C 0.23961 0.85100 0.00545
C 0.75980 -0.44749 -0.49020
C 0.22244 -1.34096 0.33447
C -0.75186 -0.12453 0.48801
H 0.79632 1.27574 0.74174
H 0.31439 -2.44338 0.65198
H -1.56372 -0.22910 -0.25056

Values from the calculation:
Energy above the lowest of the compared OMol25 structures with the same formula, charge and spin (eV): 2.642
SMILES: I[C@@H]1C2=C[C@H]21
E_tot (Ha): -451.717393
Charge: 0